The following is a DFT calculation (the ωB97M-V functional and the def2-TZVPD basis) of a molecular structure, C27H17N7O2S2Ti.

Last column: natural (NBO) charge in e.
CARTESIAN COORDINATES (ANGSTROEM)
1 Ti 0.1514 0.7103 -0.5356  1.33
2 C 1.7281 -2.8353 3.4996  -0.23
3 C 0.5229 -3.1802 2.8992  -0.20
4 C -0.2031 -2.2329 2.1969  -0.27
5 C 0.2658 -0.9240 2.0890  0.23
6 C 1.4677 -0.5813 2.6988  -0.24
7 C 2.1954 -1.5348 3.3983  -0.20
8 N -0.4295 0.0601 1.3375  -0.70
9 C -1.6458 0.4767 1.8042  0.22
10 C -2.3478 -0.0354 2.9141  -0.28
11 C -3.5726 0.4926 3.2614  -0.13
12 C -4.1672 1.5504 2.5592  -0.26
13 C -3.4899 2.1059 1.5006  -0.16
14 C -2.2543 1.5666 1.1428  0.06
15 N -1.4224 2.1055 0.1713  -0.15
16 N -1.6268 3.2486 -0.2820  -0.14
17 C -0.5375 3.6745 -1.0744  0.31
18 C -0.5644 4.9299 -1.6491  -0.22
19 C 0.5759 5.3588 -2.3130  -0.13
20 C 1.6880 4.5345 -2.3526  -0.24
21 C 1.6179 3.2832 -1.7617  0.11
22 N 0.5144 2.8541 -1.1523  -0.48
23 H 2.2970 -3.5780 4.0433  0.22
24 H 0.1510 -4.1943 2.9719  0.22
25 H -1.1358 -2.4995 1.7128  0.22
26 H 1.8312 0.4346 2.6112  0.23
27 H 3.1320 -1.2554 3.8634  0.22
28 H -1.9266 -0.8380 3.5004  0.23
29 H -4.0925 0.0674 4.1108  0.22
30 H -5.1382 1.9228 2.8520  0.22
31 H -3.8875 2.9357 0.9336  0.23
32 H -1.4491 5.5410 -1.5533  0.24
33 H 0.5985 6.3346 -2.7789  0.23
34 H 2.6021 4.8420 -2.8386  0.24
35 H 2.4527 2.5943 -1.7690  0.24
36 O 4.1051 0.0472 -0.2757  -0.56
37 C 2.9170 -0.1385 -0.2884  0.78
38 O 2.0106 0.8074 -0.1206  -0.75
39 C 2.2814 -1.4766 -0.5231  0.10
40 C 3.0215 -2.6346 -0.6281  -0.19
41 C 2.3482 -3.8190 -0.8869  -0.14
42 C 0.9717 -3.7855 -1.0205  -0.22
43 C 0.3070 -2.5760 -0.8903  0.07
44 N 0.9518 -1.4355 -0.6498  -0.44
45 H 4.0949 -2.5816 -0.5172  0.25
46 H 2.8888 -4.7507 -0.9852  0.23
47 H 0.4021 -4.6812 -1.2234  0.23
48 H -0.7689 -2.5130 -0.9665  0.23
49 S 0.6827 0.4933 -2.9414  -0.05
50 C -0.4653 -0.6114 -3.5941  -0.27
51 C -0.1968 -1.1518 -4.8897  0.25
52 N 0.0382 -1.5723 -5.9336  -0.28
53 C -1.6073 -0.9221 -2.9258  -0.30
54 S -1.9611 -0.2660 -1.3661  -0.07
55 C -2.5725 -1.8143 -3.4851  0.25
56 N -3.3499 -2.5531 -3.9004  -0.29

As for the total charge: 0. The value obtained for the relative energy (zero: lowest compared OMol25 entry of this formula, charge and spin) is 0.0 kcal/mol. The value obtained for the orbital gap (spin up / spin down) is 5.712 / 5.712 eV.